{"formula": "CH3BrO", "method": "wB97M-V/def2-TZVPD", "symbols": ["C", "O", "Br", "H", "H", "H"], "coordinates": [[0.412, -0.680, -0.083], [-1.093, 1.112, -0.218], [1.975, 0.241, -0.096], [0.139, -1.299, 0.715], [-0.204, -0.637, -0.994], [-1.229, 1.263, 0.676]], "mulliken_charge": [-0.305, -0.672, 0.081, 0.365, 0.275, 0.256], "lumo_ev": -1.5, "e_tot_ha": -2689.00016, "homo_lumo_gap_ev": 8.065, "charge": 0, "de_lowest_kj_mol": 356.43}

---

{"formula": "CH3BrO2", "method": "wB97M-V/def2-TZVPD", "symbols": ["C", "O", "H", "H", "O", "Br", "H"], "coordinates": [[-1.232, 0.469, -0.390], [-1.104, -0.714, -0.091], [-2.311, 0.809, -0.581], [-0.521, 1.250, -0.264], [1.672, -0.798, 0.962], [2.404, 0.432, -0.212], [1.091, -1.446, 0.576]], "mulliken_charge": [-0.020, -0.397, 0.228, 0.193, -0.464, 0.094, 0.366], "lumo_ev": -0.5, "e_tot_ha": -2764.29950, "homo_lumo_gap_ev": 9.563, "charge": 0, "de_lowest_kj_mol": 238.38, "smiles": "C=O.OBr"}

---

{"formula": "CH3BrO2P", "method": "wB97M-V/def2-TZVPD", "symbols": ["C", "P", "O", "O", "Br", "H", "H", "H"], "coordinates": [[-0.530, -0.402, -0.628], [0.619, 0.065, 0.677], [2.028, 0.397, -0.048], [0.502, -0.712, 1.888], [-0.372, 2.170, 0.940], [-1.452, -0.016, -0.534], [-0.190, -0.092, -1.591], [-0.605, -1.409, -0.704]], "mulliken_charge": [-1.213, 0.878, -0.732, -0.645, -0.444, 0.454, 0.333, 0.369], "lumo_ev": 3.7, "e_tot_ha": -3105.90142, "homo_lumo_gap_ev": 8.658, "charge": -1, "de_lowest_kj_mol": 35.16, "smiles": "C[P@](=O)([O-])Br"}

---

{"formula": "CH3BrO2S", "method": "wB97M-V/def2-TZVPD", "symbols": ["C", "S", "O", "O", "Br", "H", "H", "H"], "coordinates": [[0.933, 0.327, -0.092], [-0.676, -0.458, 0.237], [-0.686, -1.365, -0.878], [-1.028, -0.900, 1.550], [-2.177, 1.083, -0.233], [0.946, 1.455, 0.036], [1.041, 0.063, -1.071], [1.646, -0.205, 0.451]], "mulliken_charge": [-0.834, 0.987, -0.531, -0.505, -0.133, 0.329, 0.363, 0.324], "lumo_ev": -0.2, "e_tot_ha": -3162.54708, "homo_lumo_gap_ev": 10.764, "charge": 0, "de_lowest_kj_mol": 36.61, "smiles": "CS(=O)(=O)Br"}

---

{"formula": "CH3BrO3", "method": "wB97M-V/def2-TZVPD", "symbols": ["C", "O", "O", "O", "Br", "H", "H", "H"], "coordinates": [[-0.525, -0.954, 0.509], [-0.789, 0.295, 0.035], [-0.011, 0.601, -1.218], [1.224, 0.977, -1.006], [1.537, 2.708, -0.371], [-1.397, -1.126, 1.218], [0.406, -0.848, 1.205], [-0.445, -1.653, -0.373]], "mulliken_charge": [-0.404, -0.216, -0.006, -0.154, 0.109, 0.220, 0.205, 0.245], "lumo_ev": -0.9, "e_tot_ha": -2839.37438, "homo_lumo_gap_ev": 9.549, "charge": 0, "de_lowest_kj_mol": 621.15, "smiles": "COOOBr"}

---

{"formula": "CH3BrO3S", "method": "wB97M-V/def2-TZVPD", "symbols": ["C", "O", "S", "O", "O", "Br", "H", "H", "H"], "coordinates": [[0.509, 0.456, -0.387], [1.313, -0.702, -0.577], [2.039, -1.345, 0.713], [2.253, -0.370, 1.697], [1.426, -2.536, 1.112], [3.880, -1.744, -0.478], [0.990, 1.130, -1.147], [0.709, 0.754, 0.653], [-0.553, 0.176, -0.653]], "mulliken_charge": [-0.463, -0.210, 1.006, -0.502, -0.443, -0.089, 0.208, 0.299, 0.194], "lumo_ev": -0.5, "e_tot_ha": -3237.77985, "homo_lumo_gap_ev": 10.682, "charge": 0, "de_lowest_kj_mol": 28.01, "smiles": "COS(=O)(=O)Br"}

---

{"formula": "CH3BrO3S", "method": "wB97M-V/def2-TZVPD", "symbols": ["C", "O", "O", "O", "S", "Br", "H", "H", "H"], "coordinates": [[-2.361, -1.095, 0.311], [0.934, 3.285, -0.935], [1.689, 1.196, 0.088], [-1.977, -0.246, -0.453], [0.589, 2.091, -0.211], [3.381, -1.789, -0.293], [2.807, -0.636, 0.172], [-3.087, -1.745, -0.015], [-1.975, -1.062, 1.336]], "mulliken_charge": [-0.133, -0.381, -0.373, -0.372, 0.744, -0.252, 0.259, 0.298, 0.210], "lumo_ev": -1.3, "e_tot_ha": -3237.77561, "homo_lumo_gap_ev": 9.397, "charge": 0, "de_lowest_kj_mol": 39.13}

---

{"formula": "CH3BrP2", "method": "wB97M-V/def2-TZVPD", "symbols": ["P", "C", "P", "Br", "H", "H", "H"], "coordinates": [[-0.698, -0.149, 0.203], [1.078, -0.187, -0.594], [2.264, -0.892, 0.249], [4.453, 0.074, -0.035], [-1.187, 0.639, 1.378], [-1.241, 0.714, -0.718], [0.781, 0.403, -1.540]], "mulliken_charge": [-0.087, -0.066, 0.013, -0.256, 0.083, 0.023, 0.289], "lumo_ev": -1.4, "e_tot_ha": -3296.52315, "homo_lumo_gap_ev": 7.331, "charge": 0, "de_lowest_kj_mol": 130.34, "smiles": "P/C=P/Br"}

---

{"formula": "CH3Cl2F", "method": "wB97M-V/def2-TZVPD", "symbols": ["F", "C", "Cl", "H", "H", "Cl", "H"], "coordinates": [[0.000, -0.513, -0.447], [-1.008, 0.305, -0.050], [-2.533, -0.598, 0.038], [-1.133, 1.106, -0.780], [-0.794, 0.693, 0.946], [2.104, -0.444, 0.026], [3.364, -0.548, 0.268]], "mulliken_charge": [-0.223, -0.076, -0.154, 0.222, 0.216, -0.218, 0.234], "lumo_ev": 0.9, "e_tot_ha": -1060.11741, "homo_lumo_gap_ev": 12.126, "charge": 0, "de_lowest_kj_mol": 48.44, "smiles": "FCCl.Cl"}

---

{"formula": "CH3Cl2OPS", "method": "wB97M-V/def2-TZVPD", "symbols": ["C", "O", "P", "S", "Cl", "Cl", "H", "H", "H"], "coordinates": [[0.813, 1.933, -1.328], [-0.700, -2.543, 1.571], [0.187, -1.591, 0.630], [-1.210, -0.840, -0.735], [0.657, 0.369, -1.713], [0.423, 0.039, 1.869], [1.208, 2.199, -0.366], [0.156, 2.627, -1.823], [-1.533, -2.193, 1.894]], "mulliken_charge": [-0.334, -0.417, 0.389, -0.317, 0.085, -0.237, 0.262, 0.259, 0.309], "lumo_ev": [-1.7, -1.7], "e_tot_ha": -1775.00702, "homo_lumo_gap_ev": [6.984, 6.984], "charge": 0, "de_lowest_kj_mol": 410.20}

---

{"formula": "CH3Cl2OPS", "method": "wB97M-V/def2-TZVPD", "symbols": ["C", "O", "P", "S", "Cl", "Cl", "H", "H", "H"], "coordinates": [[-0.194, 0.687, 0.592], [-0.659, -2.019, 0.691], [0.428, -1.060, 0.694], [2.309, -1.458, 0.905], [-0.332, 0.700, 2.409], [-0.016, -0.028, -2.931], [-1.278, 0.767, 0.091], [0.537, 1.341, 0.180], [-0.795, 1.070, -2.631]], "mulliken_charge": [-0.295, -0.533, 0.660, -0.281, -0.145, -0.251, 0.241, 0.345, 0.259], "lumo_ev": -0.2, "e_tot_ha": -1775.06969, "homo_lumo_gap_ev": 9.660, "charge": 0, "de_lowest_kj_mol": 245.65}

---

{"formula": "CH3Cl2P", "method": "wB97M-V/def2-TZVPD", "symbols": ["C", "P", "Cl", "Cl", "H", "H", "H"], "coordinates": [[-0.230, 0.138, -1.060], [-5.379, 0.343, -0.719], [-1.741, -0.417, -0.479], [-4.831, -0.421, 1.005], [0.232, 0.840, -0.327], [0.429, -0.766, -1.102], [-0.466, 0.622, -1.946]], "mulliken_charge": [-0.567, 0.113, -0.116, -0.123, 0.231, 0.241, 0.221], "spin_multiplicity": 3, "s_squared": 2.004, "lumo_ev": [1.0, -0.8], "e_tot_ha": -1301.57543, "homo_lumo_gap_ev": [9.366, 9.873], "charge": 0, "de_lowest_kj_mol": 0.00}

---

{"formula": "CH3Cl3N2", "method": "wB97M-V/def2-TZVPD", "symbols": ["C", "N", "N", "Cl", "Cl", "Cl", "H", "H", "H"], "coordinates": [[1.213, 0.010, -0.019], [-0.006, -0.136, -0.677], [-0.937, 0.606, -0.356], [-1.275, -2.383, 0.590], [-1.060, 1.646, 1.113], [-2.504, 0.286, -0.876], [1.223, 0.331, 1.135], [1.615, -1.026, -0.234], [1.732, 0.667, -0.676]], "mulliken_charge": [-0.724, -0.088, 0.241, -0.636, 0.031, 0.151, 0.346, 0.306, 0.374], "lumo_ev": [-2.3, -2.6], "e_tot_ha": -1529.78299, "homo_lumo_gap_ev": [6.258, 5.692], "charge": 0, "de_lowest_kj_mol": 320.47}

---

{"formula": "CH3Cl3NP", "method": "wB97M-V/def2-TZVPD", "symbols": ["C", "N", "P", "Cl", "Cl", "Cl", "H", "H", "H"], "coordinates": [[0.804, 1.504, -0.447], [0.500, 2.082, -1.650], [-0.453, -1.341, 0.867], [-1.997, -1.844, 2.108], [-1.584, -1.191, -0.790], [0.319, -3.298, 0.465], [-0.133, 1.051, 0.030], [0.992, 2.354, 0.231], [1.553, 0.681, -0.815]], "mulliken_charge": [-0.026, -0.342, 0.523, -0.197, -0.115, -0.228, -0.166, 0.299, 0.252], "lumo_ev": [-0.7, -0.5], "e_tot_ha": -1816.49318, "homo_lumo_gap_ev": [8.885, 9.038], "charge": 0, "de_lowest_kj_mol": 320.57}

---

{"formula": "CH3Cl4NOP2", "method": "wB97M-V/def2-TZVPD", "symbols": ["C", "N", "O", "P", "P", "Cl", "Cl", "Cl", "Cl", "H", "H", "H"], "coordinates": [[-1.358, -0.444, -0.371], [-0.067, 0.031, 0.104], [2.479, -0.074, 0.197], [0.673, 1.791, -0.448], [1.234, -0.850, 0.238], [-1.089, 2.773, -0.582], [1.095, 2.188, 1.380], [1.266, -2.292, -1.194], [0.884, -1.662, 2.025], [-1.223, -0.981, -1.284], [-1.836, -0.866, 0.451], [-2.057, 0.385, -0.516]], "mulliken_charge": [-0.902, -0.027, -0.584, 0.400, 0.888, -0.221, -0.089, -0.228, -0.219, 0.414, 0.333, 0.233], "lumo_ev": 0.3, "e_tot_ha": -2693.49937, "homo_lumo_gap_ev": 10.284, "charge": 0, "de_lowest_kj_mol": 69.40}

---

{"formula": "CH3ClFNS", "method": "wB97M-V/def2-TZVPD", "symbols": ["C", "H", "H", "H", "N", "F", "S", "Cl"], "coordinates": [[1.850, -0.344, 0.319], [-1.059, 0.714, -1.181], [2.676, -0.989, 0.028], [1.889, 0.112, 1.315], [0.915, -0.178, -0.524], [-3.577, 0.438, 0.144], [-0.373, 0.845, -0.041], [-2.320, -0.598, -0.058]], "mulliken_charge": [-0.219, 0.241, 0.257, 0.225, -0.331, -0.194, -0.156, 0.178], "lumo_ev": -1.1, "e_tot_ha": -1052.69755, "homo_lumo_gap_ev": 6.876, "charge": 0, "de_lowest_kj_mol": 467.97}

---

{"formula": "CH3ClN2", "method": "wB97M-V/def2-TZVPD", "symbols": ["Cl", "C", "N", "N", "H", "H", "H"], "coordinates": [[-2.017, 0.134, -0.034], [-0.438, -0.345, -0.302], [0.608, -0.338, 0.721], [0.763, 0.889, 0.047], [-0.181, -0.840, -1.205], [0.034, -0.173, 1.621], [1.231, 0.674, -0.849]], "mulliken_charge": [-0.130, -0.071, -0.280, -0.405, 0.354, 0.295, 0.238], "lumo_ev": 1.0, "e_tot_ha": -609.48625, "homo_lumo_gap_ev": 10.056, "charge": 0, "de_lowest_kj_mol": 384.51, "smiles": "ClC1NN1"}

---

{"formula": "CH3ClN2O2", "method": "wB97M-V/def2-TZVPD", "symbols": ["C", "N", "Cl", "N", "O", "O", "H", "H", "H"], "coordinates": [[-0.697, 0.330, 0.737], [0.495, -0.066, 0.148], [2.092, 0.480, 0.633], [0.429, -0.555, -1.096], [-0.687, -0.808, -1.531], [1.489, -0.673, -1.695], [-1.407, -0.019, 0.124], [-0.885, -0.066, 1.796], [-0.828, 1.377, 0.885]], "mulliken_charge": [-0.738, -0.128, 0.018, 1.215, -0.655, -0.641, 0.382, 0.253, 0.293], "lumo_ev": -0.1, "e_tot_ha": -759.90471, "homo_lumo_gap_ev": 10.344, "charge": 0, "de_lowest_kj_mol": 280.22, "smiles": "CN(Cl)[N+](=O)[O-]"}

---

{"formula": "CH3ClN2O2", "method": "wB97M-V/def2-TZVPD", "symbols": ["C", "N", "O", "H", "H", "H", "O", "N", "Cl"], "coordinates": [[0.956, -0.941, -0.288], [0.299, -0.207, -1.118], [-0.803, 0.310, -0.961], [0.475, -0.974, 0.805], [1.674, -1.619, -0.634], [0.739, -0.183, -2.114], [-1.497, 2.116, 0.837], [-1.521, 0.982, 1.107], [-0.323, 0.516, 2.366]], "mulliken_charge": [-0.173, 0.198, -0.583, 0.071, 0.285, 0.264, -0.185, 0.331, -0.207], "lumo_ev": -0.3, "e_tot_ha": -759.88493, "homo_lumo_gap_ev": 9.119, "charge": 0, "de_lowest_kj_mol": 332.14, "smiles": "C=[NH+][O-].O=NCl"}

---

{"formula": "CH3ClN2O2", "method": "wB97M-V/def2-TZVPD", "symbols": ["C", "N", "N", "O", "O", "Cl", "H", "H", "H"], "coordinates": [[1.013, 0.238, 0.322], [-0.091, -0.326, -0.319], [-2.111, -0.553, 0.651], [-0.818, 0.506, -1.095], [-2.447, 0.176, -0.145], [2.648, 0.153, -0.548], [0.702, 1.316, 0.348], [1.283, -0.153, 1.436], [-0.180, -1.356, -0.651]], "mulliken_charge": [-0.376, -0.051, 0.212, -0.462, -0.009, -0.210, 0.325, 0.280, 0.292], "lumo_ev": [-0.5, -0.7], "e_tot_ha": -759.87947, "homo_lumo_gap_ev": [8.588, 8.175], "charge": 0, "de_lowest_kj_mol": 346.48}